Below is a structure of composition C17H14BMoN3O4S6Sb in a non-equilibrium geometry, with properties calculated with ωB97M-V/def2-TZVPD.

Positions of all 47 atoms, in Å:
1 Mo 1.292 0.794 0.559
2 S 3.523 4.480 4.068
3 Sb 2.664 2.321 4.247
4 S 2.479 -0.605 1.775
5 S 0.855 2.602 2.208
6 S 1.334 2.746 6.107
7 O -1.247 0.395 -4.319
8 C -1.282 1.707 -4.022
9 C -1.809 2.584 -4.970
10 C -1.815 3.947 -4.746
11 C -1.285 4.464 -3.573
12 C -0.806 3.608 -2.606
13 C -0.812 2.226 -2.802
14 C -0.268 1.384 -1.734
15 O 0.038 1.896 -0.609
16 N -0.069 0.095 -1.946
17 N 0.527 -0.500 -0.879
18 C 0.447 -1.799 -0.893
19 S 1.128 -2.860 0.314
20 C 0.208 -4.335 -0.305
21 C 0.157 -4.269 -1.809
22 S -0.350 -2.573 -2.268
23 H -0.810 -0.088 -3.583
24 H -2.206 2.167 -5.884
25 H -2.221 4.610 -5.496
26 H -1.246 5.530 -3.411
27 H -0.407 3.993 -1.679
28 H -0.793 -4.298 0.121
29 H 0.734 -5.210 0.074
30 H -0.588 -4.944 -2.229
31 H 1.136 -4.468 -2.249
32 N 3.486 1.850 -1.408
33 C 2.688 1.473 -0.605
34 H 4.024 2.669 -1.615
35 O -0.636 0.221 1.973
36 B 0.236 1.032 2.743
37 O 0.491 0.441 3.969
38 C -0.104 -0.780 3.931
39 C -0.110 -1.772 4.885
40 C -0.768 -2.951 4.562
41 C -1.397 -3.114 3.336
42 C -1.430 -2.096 2.391
43 C -0.775 -0.927 2.711
44 H 0.388 -1.624 5.829
45 H -0.789 -3.752 5.288
46 H -1.873 -4.056 3.104
47 H -1.938 -2.213 1.444

As for the total charge: -1. The calculation puts the LUMO energy (alpha / beta) at 0.434 / 0.425 eV. The spin multiplicity is 1.

---

Below is the molecule C21H30ClN3O3S, with properties calculated with ωB97M-V/def2-TZVPD.

Positions of all 59 atoms, in Å:
1 C -0.283 3.475 3.811
2 C -0.205 2.378 2.758
3 C -0.605 2.877 1.367
4 C -0.640 1.726 0.355
5 O -1.707 1.278 -0.038
6 N 0.559 1.241 -0.012
7 C 0.667 0.100 -0.910
8 C 0.492 0.568 -2.354
9 C 0.453 -0.535 -3.412
10 C -0.496 -1.693 -3.073
11 C 0.150 -2.958 -2.502
12 N 0.833 -2.827 -1.219
13 C 0.272 -3.157 -0.027
14 O 0.652 -2.655 1.023
15 C -0.735 -4.256 0.041
16 S -1.759 -4.248 1.429
17 C -2.354 -5.821 1.113
18 C -3.412 -6.438 1.972
19 C -1.741 -6.369 0.029
20 C -0.800 -5.485 -0.559
21 Cl 0.236 -6.057 -1.819
22 C 2.075 -2.055 -1.162
23 C 1.977 -0.620 -0.621
24 N 0.186 4.020 0.909
25 C -0.462 5.297 0.632
26 C 0.663 6.140 0.026
27 C 1.925 5.543 0.646
28 C 1.538 4.108 0.943
29 O 2.309 3.189 1.182
30 H -0.037 3.083 4.798
31 H 0.421 4.281 3.596
32 H -1.286 3.905 3.863
33 H 0.800 1.958 2.727
34 H -0.888 1.563 3.007
35 H -1.636 3.229 1.414
36 H 1.392 1.664 0.384
37 H -0.161 -0.563 -0.650
38 H -0.450 1.121 -2.393
39 H 1.292 1.278 -2.587
40 H 0.132 -0.075 -4.349
41 H 1.456 -0.921 -3.610
42 H -1.284 -1.346 -2.398
43 H -1.003 -2.021 -3.985
44 H -0.635 -3.699 -2.389
45 H 0.866 -3.359 -3.225
46 H -3.569 -7.475 1.677
47 H -3.130 -6.423 3.025
48 H -4.360 -5.909 1.873
49 H -1.925 -7.368 -0.338
50 H 2.770 -2.604 -0.524
51 H 2.485 -2.069 -2.171
52 H 2.815 -0.041 -1.023
53 H 2.092 -0.664 0.461
54 H -1.300 5.159 -0.051
55 H -0.848 5.736 1.559
56 H 0.681 5.998 -1.056
57 H 0.537 7.202 0.226
58 H 2.808 5.579 0.013
59 H 2.179 6.016 1.599

Its SMILES is CC[C@H](C(=O)N[C@H]1CCCCN(C(=O)c2sc(C)cc2Cl)CC1)N1CCCC1=O. The calculation puts the LUMO energy at 0.706 eV. The spin multiplicity is 1.

---

Below is a structure of composition C4H7NO in a non-equilibrium geometry, with properties calculated with ωB97M-V/def2-TZVPD.

Positions of all 13 atoms, in Å:
1 O -0.032 1.841 0.779
2 C -0.044 0.566 0.245
3 C -0.166 0.056 -1.212
4 N 0.184 -1.209 -0.389
5 C 1.197 -0.342 0.270
6 C -0.836 -0.677 0.626
7 H -0.844 2.311 0.559
8 H -0.994 -0.434 -1.690
9 H 0.560 0.529 -1.895
10 H 1.575 -0.739 1.213
11 H 1.997 -0.112 -0.440
12 H -1.887 -0.706 0.300
13 H -0.711 -1.085 1.634

The calculation puts the LUMO energy at 0.759 eV. The spin multiplicity is 1.

---

Q: What is the formula in the second record?
A: C21H30ClN3O3S